# 1
39
Properties=species:S:1:pos:R:3:forces:R:3:mulliken_charge:R:1 method="wB97M-V/def2-TZVPD" homo_ev="-10.1 / -10.1" homo_lumo_gap_ev="9.723 / 4.571" charge=0 multiplicity=2 s_squared=0.755 de_lowest_ev=0.000
C 0.971930 -1.338516 2.622066 -0.73 -1.76 0.32 -1.672
C 0.508208 -0.078665 1.931325 1.48 0.46 1.78 1.048
C 0.030011 -0.242461 0.487720 -2.80 0.90 0.52 -0.354
C -0.471716 1.133079 -0.070883 0.54 0.20 -0.19 0.654
O -1.577757 1.548393 0.260750 0.99 -0.03 0.24 -0.634
O 0.369418 1.723907 -0.837318 0.22 -0.11 0.84 -1.026
N 1.661885 0.860237 1.896764 -1.31 -1.82 -2.45 -0.155
H 1.596387 -1.177774 3.506276 0.32 0.17 -0.48 0.406
H 1.361375 -2.054371 1.891312 0.84 0.36 0.07 0.392
H 0.191748 -2.008091 3.037050 -0.35 0.98 -0.23 0.415
H -0.218436 0.437722 2.563974 -0.69 -0.06 -0.44 0.185
H 0.621300 -0.823836 -0.195318 0.72 -0.03 0.05 0.010
H -0.959316 -0.725640 0.653688 0.63 -0.19 -0.09 -0.129
H 2.504097 0.298116 1.760290 0.64 0.70 0.42 0.394
H 1.497145 1.556790 1.144946 0.42 0.53 0.64 0.291
H -0.440601 -1.977837 -3.103284 0.04 0.01 -0.21 0.320
H 0.738734 -1.888274 -2.176739 0.50 -0.12 -0.15 0.301
O 0.479836 -1.687903 -3.083441 -0.54 0.06 0.25 -0.611
H 3.501356 1.498809 -0.549434 -0.18 0.41 -0.05 0.285
H 1.938572 1.183274 -0.930869 0.11 0.71 -0.19 0.468
O 2.892011 0.934333 -1.022846 0.00 -1.02 0.19 -0.667
H -0.770340 0.720246 -3.546236 0.50 0.00 0.18 0.293
H -0.449798 1.654885 -2.281557 0.12 -0.30 -0.72 0.412
O -1.068834 1.464025 -3.018695 -0.76 0.21 0.12 -0.720
H -2.912596 -0.346852 1.671954 -0.31 -0.01 0.10 0.315
H -2.286737 0.986003 1.828766 -0.27 -0.35 0.19 0.390
O -2.571894 0.217519 2.376538 0.32 0.20 -0.27 -0.663
H -3.541093 1.147679 -1.292262 -0.24 0.00 0.23 0.330
H -2.384788 0.342972 -1.701782 -0.07 -0.05 -0.18 0.310
O -3.218507 0.244044 -1.218480 -0.15 -0.34 -0.45 -0.642
H 2.913822 -0.954048 -1.224647 0.54 0.06 0.08 0.357
H 3.480264 -2.371793 -0.787139 -0.08 0.37 -0.06 0.288
O 3.090412 -1.864904 -1.509126 -0.40 -0.39 0.00 -0.625
H -0.438655 4.029989 -0.416904 -0.14 -0.45 -0.32 0.330
H -1.762509 3.610944 -1.129049 0.38 -0.26 0.10 0.330
O -1.352162 4.277391 -0.573822 -0.25 0.99 0.16 -0.629
H -1.874522 -3.898220 0.887437 0.37 -0.95 -0.12 0.321
H -1.115695 -2.742212 1.138459 0.88 -0.04 0.10 0.290
O -0.932553 -3.688960 1.010519 -1.28 0.99 0.02 -0.608

# 2
103
Properties=species:S:1:pos:R:3:forces:R:3:mulliken_charge:R:1 method="wB97M-V/def2-TZVPD" homo_ev="-11.1 / -10.8" homo_lumo_gap_ev="9.420 / 8.041" charge=+1 multiplicity=6 s_squared=8.757
Fe -0.278528 0.811599 0.882156 -1.03 0.14 -0.70 3.215
C -1.550348 2.510882 3.439507 0.18 -1.14 -1.48 -0.521
O -2.815164 1.851752 3.523579 1.40 0.29 0.04 -0.164
O -0.705855 1.696913 2.641258 -0.62 1.70 0.15 -0.609
C -1.912900 3.982697 3.002671 -0.60 -2.20 0.19 0.568
F -2.887907 4.520135 3.802537 1.12 -0.10 -0.13 -0.310
F -0.852721 4.746884 2.985923 1.02 1.19 0.46 -0.276
F -2.413971 3.980250 1.794812 -0.69 0.25 -1.82 -0.202
C -3.378757 1.874205 4.791546 -1.79 -0.24 0.94 -0.171
C -4.489356 0.851990 4.789103 -0.30 -0.49 -1.06 -1.243
H -5.024812 0.901386 3.840965 -0.33 0.67 -0.06 0.339
H -4.100686 -0.159715 4.672949 0.13 -0.20 0.96 0.222
H -5.216686 0.997512 5.587798 0.27 -0.36 0.12 0.386
H -3.863978 2.824587 5.013894 0.27 0.31 -0.01 0.254
H -2.712674 1.644863 5.623311 0.60 0.05 -0.19 0.337
H -1.079283 2.706463 4.402800 0.01 -0.61 0.50 0.363
C 0.372173 -0.270093 -2.349316 -0.51 1.43 2.87 -0.554
O -0.142901 0.918412 -2.961212 -0.02 0.06 -1.44 -0.292
O 0.202737 -0.084000 -0.933569 0.06 -1.15 -2.55 0.168
C -0.303003 -1.596990 -2.962210 0.65 1.69 1.27 0.814
F -1.594667 -1.676184 -2.675703 -0.65 0.07 -0.24 -0.348
F -0.164026 -1.700614 -4.287461 0.09 0.19 -0.08 -0.293
F 0.263789 -2.679029 -2.414981 0.47 -0.11 -0.10 -0.333
C 0.371229 1.421778 -4.232520 1.48 -1.18 0.52 -0.096
C -0.277760 2.700259 -4.600835 -0.89 -0.40 -0.68 -1.536
H 0.216585 3.083609 -5.493448 0.17 0.27 0.22 0.429
H -1.260612 2.395841 -4.960595 -0.53 0.75 0.34 0.343
H -0.275928 3.412678 -3.775871 -0.14 0.08 -0.25 0.307
H 0.301909 0.693603 -5.040644 -0.55 -0.22 0.09 0.359
H 1.442102 1.624615 -4.218621 0.42 -0.26 0.87 0.225
H 1.431842 -0.297190 -2.603206 0.33 -0.43 -0.08 -0.183
C 4.504488 -2.622305 0.458683 0.37 0.41 -0.49 0.509
O 5.662784 -2.335189 0.523276 2.55 0.61 -0.67 -0.688
N 3.662108 -2.353575 -0.537491 -0.75 0.82 -2.24 -0.062
N 3.882622 -3.205945 1.452072 -2.44 -1.86 3.23 -0.251
H 2.716622 -2.707828 -0.511433 0.03 0.16 -0.22 -0.177
H 4.040221 -2.006957 -1.407542 -0.17 0.03 0.30 0.208
H 2.874594 -3.214952 1.389607 0.00 -0.45 0.28 0.077
H 4.332456 -3.869983 2.065918 0.12 0.53 -0.14 0.245
C -2.660593 2.183316 -0.948230 1.55 -1.00 2.10 0.139
O -2.008941 1.604525 -0.048013 -0.07 -0.24 -0.02 -0.484
N -3.833761 2.688683 -0.689613 -3.42 0.57 2.05 -0.385
N -2.260852 2.432362 -2.144345 1.14 0.68 -2.82 -0.113
H -4.469938 3.043584 -1.389186 0.26 -0.27 0.12 0.198
H -4.246750 2.299875 0.146079 -0.16 0.39 0.03 0.295
H -1.428599 1.986233 -2.502705 0.16 -0.11 -0.08 0.288
H -2.895259 2.984421 -2.703692 0.59 -0.34 -0.35 0.229
C 1.169034 3.643263 -0.023299 -0.96 -2.07 0.37 0.492
O 0.708555 2.498981 0.178532 -0.25 0.76 0.04 -0.743
N 2.393794 3.777007 -0.455205 2.51 1.02 -0.82 -0.229
N 0.542076 4.802644 0.137183 -1.31 0.96 0.28 -0.382
H 2.770640 4.713968 -0.468919 0.28 -0.37 -0.13 0.125
H 3.050599 3.030378 -0.631963 -0.47 0.27 0.57 -0.067
H 1.021319 5.644823 -0.147707 -0.48 -0.13 0.14 0.185
H -0.441908 4.839514 0.361930 0.24 -0.07 0.09 0.205
C 2.568434 0.037117 2.136505 -2.69 1.49 0.36 0.435
O 1.480949 0.168361 1.574092 -0.75 -0.49 -0.72 -0.113
N 3.665386 0.561197 1.762144 3.27 1.14 -2.68 -0.200
N 2.673150 -0.370269 3.360484 -1.28 -2.55 3.53 -0.482
H 3.607977 1.259471 1.034675 1.04 -0.18 -0.01 0.043
H 4.399669 0.368593 2.428356 0.66 1.10 -1.14 0.149
H 1.797840 -0.394060 3.863845 0.43 -0.53 0.35 0.237
H 3.586462 -0.499908 3.771763 -0.72 -0.05 0.44 0.159
C 0.858661 -4.746607 -0.146752 -1.47 3.41 0.91 0.838
O 0.744077 -3.611639 0.292587 0.87 2.19 -0.09 -0.778
N 1.389653 -5.656194 0.550737 2.97 -5.22 2.71 -0.354
N 0.315712 -5.129105 -1.245761 -1.29 -1.31 -3.75 -0.432
H 1.458623 -6.561505 0.108286 0.24 -0.11 0.70 0.112
H 1.720342 -5.564731 1.500667 -0.08 0.31 -0.47 0.256
H -0.123057 -4.440024 -1.839684 0.22 -0.39 0.01 0.252
H 0.556499 -6.055225 -1.568906 -0.51 0.36 -0.51 0.169
C -1.572062 -1.879049 2.122197 2.44 1.13 -2.12 0.355
O -1.301566 -0.871074 1.495327 0.92 2.28 -1.97 -0.909
N -0.975067 -3.002939 2.082782 2.66 -3.83 -0.37 -0.191
N -2.481854 -1.919296 2.963632 -7.47 1.48 5.78 -0.274
H -0.271402 -3.204849 1.386950 0.37 -0.21 -0.09 0.249
H -1.305208 -3.687210 2.748267 0.53 -0.20 -0.65 0.150
H -2.694752 -2.729637 3.527653 -0.03 0.32 -0.34 0.167
H -3.138817 -1.155815 3.038379 0.30 0.09 0.05 0.148
C 6.153959 0.881781 -1.255377 -0.53 -0.05 -0.94 -1.391
C 5.127882 2.028468 -1.562144 1.94 -2.74 2.22 0.541
C 3.790591 1.399297 -1.893754 -0.02 0.78 -0.53 -1.189
O 4.984950 2.677851 -0.290036 -0.85 1.02 -0.12 -0.572
H 6.185106 0.328754 -2.194146 0.76 -0.31 0.05 0.366
H 5.860348 0.174432 -0.479780 -0.84 0.09 -0.04 0.243
H 7.138230 1.161792 -0.880008 0.14 0.59 -0.66 0.401
H 5.528326 2.659743 -2.355389 -0.26 0.29 0.09 0.273
H 3.167164 2.232627 -2.217779 -0.47 -0.50 -0.48 0.307
H 3.294938 0.904080 -1.058773 0.21 0.00 0.20 -0.023
H 3.891333 0.655410 -2.684054 0.00 0.21 -0.14 0.684
H 5.776500 3.165301 -0.050360 0.16 -0.05 -0.13 0.330
C -5.263245 -2.180626 -2.525515 -0.28 0.13 1.09 -1.207
C -4.708973 -2.439269 -1.101266 0.59 -0.26 -1.18 0.334
C -4.059704 -3.858667 -1.092440 -0.52 0.13 0.34 -1.094
O -3.754748 -1.389721 -0.870624 -0.30 -0.78 0.25 -0.187
H -4.407998 -2.116472 -3.198227 -0.10 -0.12 -0.22 0.265
H -5.760830 -1.211375 -2.493002 -0.03 0.01 -0.27 0.285
H -5.971982 -2.940559 -2.854616 0.09 -0.01 -0.07 0.421
H -5.467163 -2.287854 -0.332938 -0.06 -0.39 -0.06 0.343
H -3.173241 -3.922621 -1.723465 0.15 0.41 -0.01 0.149
H -4.733028 -4.602936 -1.517635 -0.31 0.12 -0.03 0.441
H -3.801861 -4.252803 -0.109435 0.13 0.36 0.17 0.255
H -3.141358 -1.528174 -1.596010 0.45 0.48 0.24 0.230